Record 1
{"formula": "C37H45AlBF34O21S", "method": "wB97M-V/def2-TZVPD", "species": ["Al", "B", "F", "F", "F", "F", "C", "F", "F", "F", "S", "O", "O", "O", "C", "C", "O", "C", "O", "C", "F", "F", "F", "H", "H", "H", "H", "H", "C", "C", "O", "C", "O", "C", "F", "F", "F", "H", "H", "H", "H", "H", "C", "C", "O", "C", "O", "C", "F", "F", "F", "H", "H", "H", "H", "H", "C", "C", "O", "C", "O", "C", "F", "F", "F", "H", "H", "H", "H", "H", "C", "C", "O", "C", "O", "C", "F", "F", "F", "H", "H", "H", "H", "H", "C", "C", "O", "C", "O", "C", "F", "F", "F", "H", "H", "H", "H", "H", "C", "C", "O", "C", "O", "C", "F", "F", "F", "H", "H", "H", "H", "H", "C", "C", "O", "C", "O", "C", "F", "F", "F", "H", "H", "H", "H", "H", "C", "C", "O", "C", "O", "C", "F", "F", "F", "H", "H", "H", "H", "H"], "positions_angstrom": [[-0.30973, 2.35134, -0.83425], [0.29024, -0.81517, -0.11983], [-0.43742, -0.60248, -1.27100], [-0.45769, -0.19029, 0.81890], [0.44669, -2.14087, 0.20274], [1.44735, -0.16883, -0.23887], [-4.25291, 3.76065, 2.32261], [-4.44933, 3.31027, 3.54538], [-4.93766, 3.03316, 1.45610], [-4.55537, 5.09059, 2.31130], [-2.36180, 3.57711, 1.84817], [-1.59700, 4.19890, 2.91623], [-2.11539, 2.13356, 1.62204], [-2.04710, 4.28236, 0.58251], [-0.36391, 7.24715, 2.27690], [0.10011, 6.64437, 0.95467], [1.48875, 6.51541, 1.09170], [2.14616, 5.37693, 0.80377], [1.53981, 4.32715, 0.55976], [3.70164, 5.48012, 0.73729], [4.20624, 4.50948, 1.49245], [4.13724, 5.37004, -0.52597], [4.09518, 6.64814, 1.21743], [-0.02239, 6.69089, 3.14984], [-1.43781, 7.38903, 2.39815], [0.05402, 8.24509, 2.40938], [-0.11416, 7.28504, 0.09926], [-0.39569, 5.68189, 0.82850], [3.96187, 1.14720, -6.91227], [2.76538, 0.95166, -5.90170], [2.95457, -0.12674, -4.93046], [2.51841, -0.10670, -3.67799], [1.93124, 0.89880, -3.22432], [2.79823, -1.37569, -2.85910], [1.70064, -1.87021, -2.36565], [3.25585, -2.35423, -3.61403], [3.62309, -1.05653, -1.86554], [4.01064, 0.44081, -7.74096], [4.92168, 1.27933, -6.41286], [3.82162, 2.10287, -7.41737], [1.83062, 0.75410, -6.42637], [2.72221, 1.91806, -5.39940], [0.49040, -5.05309, 3.72427], [-0.77395, -4.94620, 2.88766], [-0.42615, -5.06108, 1.53923], [-1.37987, -4.74777, 0.63430], [-2.49710, -4.24586, 0.87834], [-0.93863, -4.91385, -0.83788], [0.33129, -5.38648, -0.95469], [-1.75453, -5.83701, -1.44904], [-1.05824, -3.79219, -1.54609], [0.30575, -4.93292, 4.79177], [1.24325, -4.30257, 3.48334], [0.90428, -6.06134, 3.73964], [-1.23926, -3.98939, 3.12451], [-1.56793, -5.62338, 3.20249], [4.12906, -2.96735, 2.34877], [3.28479, -3.06953, 1.07687], [4.06787, -3.81069, 0.13019], [4.08603, -5.13064, 0.08619], [3.29259, -5.84581, 0.77893], [5.18285, -5.69822, -0.83780], [6.02784, -6.52648, -0.19224], [4.53317, -6.39223, -1.78705], [5.88680, -4.80166, -1.52660], [5.18238, -2.69605, 2.27796], [3.97391, -3.92063, 2.85403], [3.78520, -2.24346, 3.08759], [3.14554, -2.07625, 0.65014], [2.29406, -3.51349, 1.17416], [-6.45326, -4.43098, 2.25275], [-6.52666, -4.05888, 3.72934], [-5.70924, -2.92005, 3.96231], [-4.39117, -2.94197, 4.42907], [-3.83726, -4.02669, 4.69979], [-3.59121, -1.57382, 4.43075], [-3.12971, -1.31851, 5.67651], [-2.53189, -1.64937, 3.63830], [-4.35612, -0.61279, 4.06956], [-7.02194, -5.33614, 2.03968], [-5.42624, -4.57918, 1.91904], [-6.89773, -3.70338, 1.57367], [-6.27924, -4.92079, 4.34901], [-7.56255, -3.82985, 3.97949], [6.12096, 2.44057, -3.16982], [4.79088, 2.41443, -2.37941], [4.97590, 1.83862, -1.07555], [3.99241, 1.74620, -0.19569], [2.83579, 2.11745, -0.46281], [4.42507, 1.12318, 1.12962], [5.53423, 0.37514, 1.08967], [4.63251, 2.02113, 2.05518], [3.48678, 0.31573, 1.47390], [6.77963, 3.10885, -2.61516], [5.92718, 2.83834, -4.16598], [6.59757, 1.46160, -3.22045], [4.01801, 1.90779, -2.95741], [4.38514, 3.40711, -2.18434], [-4.91418, -1.77616, 0.76269], [-4.10204, -0.76006, -0.01155], [-4.91121, 0.12152, -0.70800], [-4.41725, 1.13742, -1.37056], [-3.24151, 1.62668, -1.26771], [-5.45772, 1.87860, -2.27935], [-5.54591, 3.15642, -1.91778], [-5.00313, 1.89711, -3.56311], [-6.66290, 1.37705, -2.40637], [-5.29114, -2.55988, 0.10558], [-5.67333, -1.26874, 1.35793], [-4.26355, -2.35986, 1.41390], [-3.47208, -1.35861, -0.66958], [-3.42669, -0.18671, 0.62348], [0.50911, -0.93608, 3.86206], [-0.36327, 0.28416, 4.15169], [0.50224, 1.40901, 4.49270], [0.95510, 2.32879, 3.48235], [0.72005, 2.21596, 2.27450], [1.86150, 3.45237, 4.11587], [1.24906, 4.58540, 3.74200], [1.89854, 3.32264, 5.47961], [3.06415, 3.40270, 3.59360], [-0.11143, -1.78565, 3.57701], [1.14941, -1.10076, 4.72866], [1.19282, -0.75699, 3.03227], [-1.01146, 0.13123, 5.01457], [-0.92101, 0.54988, 3.25368], [-2.16914, 2.09515, -7.38108], [-1.65960, 1.94151, -5.94194], [-2.01652, 0.65149, -5.43688], [-1.66151, 0.20398, -4.20662], [-1.15068, 1.00148, -3.38868], [-1.95544, -1.31222, -3.91749], [-2.74692, -1.49502, -2.85354], [-2.52767, -1.89963, -4.97785], [-0.76345, -1.87175, -3.72153], [-1.58769, 1.45698, -8.04647], [-1.98929, 3.10049, -7.76192], [-3.23291, 1.94017, -7.56128], [-2.16674, 2.56380, -5.20459], [-0.59811, 2.13478, -5.78702]], "homo_lumo_gap_ev": 2.077, "total_charge": 1, "lumo_ev": -10.054}

Record 2
{"formula": "C37H45As3Cl2CsN6O2S2", "method": "wB97M-V/def2-TZVPD", "species": ["Cs", "Cl", "C", "C", "C", "N", "C", "O", "C", "C", "C", "C", "C", "N", "C", "C", "C", "Cl", "N", "C", "O", "C", "C", "C", "C", "C", "N", "H", "H", "H", "H", "H", "H", "H", "H", "H", "H", "C", "As", "C", "C", "C", "C", "C", "As", "C", "C", "C", "As", "C", "C", "H", "H", "H", "H", "H", "H", "H", "H", "H", "H", "H", "H", "H", "H", "H", "H", "H", "H", "H", "H", "H", "H", "H", "H", "H", "H", "H", "C", "C", "N", "C", "C", "S", "C", "C", "S", "C", "N", "C", "H", "H", "H", "H", "H", "H", "H", "H"], "positions_angstrom": [[-7.83731, -14.43374, 8.71182], [-8.51561, -17.22542, 15.59497], [-8.78921, -16.20694, 14.11690], [-7.72742, -15.71749, 13.41574], [-7.90166, -14.93955, 12.27220], [-6.84338, -14.39838, 11.43562], [-5.55815, -14.71627, 11.71128], [-5.01357, -15.49755, 12.49383], [-4.54596, -13.94297, 10.81853], [-3.51774, -13.24128, 11.44141], [-2.79086, -12.32083, 10.70339], [-3.08739, -12.16456, 9.38009], [-4.05160, -12.99956, 8.77807], [-4.79829, -13.86599, 9.49273], [-9.27769, -14.56274, 11.89732], [-10.30396, -15.20392, 12.62983], [-10.07869, -15.99927, 13.70242], [-11.37459, -16.93805, 14.39171], [-9.59780, -13.66765, 10.83895], [-10.84243, -13.52247, 10.34519], [-11.85650, -14.21906, 10.56083], [-11.02981, -12.30656, 9.41275], [-12.33492, -11.83075, 9.49994], [-12.61437, -10.72316, 8.76017], [-11.60584, -10.04267, 8.06809], [-10.34211, -10.63681, 7.99741], [-10.10164, -11.71018, 8.70941], [-6.69293, -15.87567, 13.64994], [-3.40005, -13.34628, 12.53309], [-2.09539, -11.65151, 11.18240], [-2.53010, -11.49266, 8.70893], [-4.27305, -13.02584, 7.69115], [-11.31134, -15.15817, 12.25963], [-13.02675, -12.39840, 10.15877], [-13.62438, -10.33885, 8.74643], [-11.80524, -9.18128, 7.49974], [-9.50043, -10.14195, 7.46878], [-4.96071, -17.29127, 7.28343], [-6.73326, -17.33601, 6.45716], [-6.31655, -17.65158, 4.59100], [-7.14445, -19.29450, 6.58993], [-7.89863, -19.95204, 7.70534], [-7.87546, -21.46418, 7.47776], [-7.13556, -19.73378, 9.07807], [-7.18976, -18.11709, 10.19812], [-8.55049, -18.81497, 11.43013], [-5.64816, -18.58766, 11.25564], [-9.33438, -19.51153, 7.77091], [-10.46875, -19.49666, 6.10001], [-12.14624, -19.49220, 7.11302], [-10.43294, -17.49032, 5.72446], [-4.34928, -18.14280, 6.97331], [-4.99069, -17.27601, 8.40206], [-4.52954, -16.39349, 6.95229], [-5.65585, -18.52168, 4.51082], [-5.85878, -16.87980, 3.98646], [-7.22555, -17.94279, 4.11838], [-6.19767, -19.79013, 6.48281], [-7.62027, -19.47800, 5.63098], [-6.82171, -21.70111, 7.46211], [-8.37511, -21.78919, 6.56485], [-8.29384, -22.08117, 8.28393], [-6.08294, -19.86751, 8.91713], [-7.47843, -20.45422, 9.85125], [-8.21482, -19.82968, 11.68486], [-9.55496, -18.77290, 11.02651], [-8.46608, -18.17289, 12.35925], [-5.56910, -19.63124, 11.51110], [-5.74082, -18.15287, 12.25435], [-4.71717, -18.34408, 10.82054], [-9.30403, -18.47809, 8.10971], [-9.96107, -20.11646, 8.51449], [-12.05713, -20.30567, 7.87249], [-12.94987, -19.59738, 6.43270], [-12.14071, -18.57931, 7.72926], [-9.50980, -17.22549, 5.24835], [-10.54811, -17.13922, 6.75569], [-11.43743, -17.35664, 5.33892], [-2.25603, -16.01106, 3.10329], [-2.77653, -14.83584, 3.88203], [-4.08511, -14.62163, 3.88139], [-4.39318, -13.46427, 4.61453], [-3.26520, -12.80404, 5.07001], [-1.82773, -13.68558, 4.74253], [-5.80195, -12.93557, 4.66720], [-6.17364, -11.67393, 4.32501], [-7.86467, -11.45452, 4.57536], [-7.93209, -13.09775, 5.11923], [-6.82708, -13.75499, 5.12305], [-9.28637, -13.67001, 5.56815], [-2.34630, -15.76380, 2.02734], [-2.88340, -16.93184, 3.27928], [-1.14694, -16.17628, 3.34254], [-3.24441, -11.81697, 5.54315], [-5.56459, -10.90431, 3.99094], [-10.04700, -13.54100, 4.80926], [-9.53601, -13.24717, 6.45145], [-9.21082, -14.72313, 5.83277]], "e_above_lowest_kj_mol": 214.52, "homo_lumo_gap_ev": 5.321, "total_charge": -1, "lumo_ev": 1.608}